Entry 1:
{"formula": "C7H14O3", "method": "the ωB97M-V functional and the def2-TZVPD basis", "smiles": "COC(=O)[C@](C)(O)C(C)C", "total_charge": 0, "homo_ev": -9.74, "relative_energy_ev": 0.991, "symbols": ["O", "O", "O", "C", "C", "C", "C", "C", "C", "C", "H", "H", "H", "H", "H", "H", "H", "H", "H", "H", "H", "H", "H", "H"], "coordinates": [[-0.69206, -1.94776, -0.44581], [-0.68681, -0.39926, -2.10388], [1.51175, -1.11464, 0.48706], [1.72129, 0.69865, -1.08348], [0.18335, 0.63084, 2.18673], [-0.46935, 2.10688, 0.25274], [-1.75335, -2.66031, -1.06684], [-0.28167, 0.66707, 0.72837], [0.80011, -0.14132, -0.21318], [-0.32504, -0.79220, -1.00953], [-1.21555, 2.59923, 0.87449], [-1.52563, -3.72239, -0.98011], [-0.82548, 2.12405, -0.77496], [-0.52498, 1.17216, 2.80782], [2.35786, 0.01788, -1.64589], [2.18472, -0.67392, 1.02075], [-2.69376, -2.43906, -0.55931], [0.45444, 2.67754, 0.32277], [1.15507, 1.28354, -1.80039], [0.24152, -0.39161, 2.54588], [1.15414, 1.11657, 2.30059], [-1.82954, -2.37728, -2.11970], [2.33497, 1.35533, -0.46850], [-1.27599, 0.21001, 0.74440]]}


Entry 2:
{"formula": "C7H14O3", "method": "the ωB97M-V functional and the def2-TZVPD basis", "total_charge": 0, "homo_ev": -9.43, "relative_energy_ev": 12.209, "symbols": ["O", "O", "O", "C", "C", "C", "C", "C", "C", "C", "H", "H", "H", "H", "H", "H", "H", "H", "H", "H", "H", "H", "H", "H"], "coordinates": [[-0.64565, 1.37327, 1.15878], [2.65224, -0.71785, 0.13404], [0.70929, -2.54961, 0.09428], [1.26026, 1.33298, -0.21349], [-0.38505, 1.69680, -0.09954], [-1.20638, 0.60940, -0.80736], [-2.73569, 0.87843, -1.09281], [0.42505, -1.19970, 0.56906], [-1.08624, -0.73298, 0.22720], [1.25087, -0.31569, -0.27624], [-3.35067, -0.61696, -0.93686], [-1.40848, 1.84622, 1.45909], [2.43576, -1.73490, 0.60976], [1.62392, 1.82444, -1.18578], [-0.85081, 0.16958, -1.79046], [-3.16234, 1.59126, -2.08202], [-3.11544, 1.54627, -0.17797], [1.17048, -3.01146, 1.53898], [1.78053, 1.54962, 0.83308], [-1.80371, -0.34930, 0.97777], [0.85482, -0.95047, -1.18220], [0.97183, -1.20077, 1.65010], [-0.46170, 2.69266, -0.45535], [-1.54807, -1.81811, -0.19571]]}


Entry 3:
{"formula": "C7H14O4P", "method": "the ωB97M-V functional and the def2-TZVPD basis", "s_squared": 2.006, "multiplicity": 3, "total_charge": 1, "homo_ev": [-9.18, -14.68], "symbols": ["P", "O", "O", "O", "O", "C", "C", "C", "C", "C", "C", "C", "H", "H", "H", "H", "H", "H", "H", "H", "H", "H", "H", "H", "H", "H"], "coordinates": [[1.19522, 1.99441, -0.46744], [1.06569, 2.71937, -1.80982], [-0.39799, 1.35218, -0.16407], [2.27052, 1.04501, -0.26618], [0.88139, 3.16631, 0.52363], [0.16508, -1.61091, 2.14328], [-1.63103, -0.87726, -0.05053], [-0.95994, -2.49267, 1.64999], [0.24358, -0.24611, 1.44499], [1.23231, 1.95147, -3.13303], [-1.22468, -2.37846, 0.18341], [-0.57531, -0.00934, 0.43968], [1.17429, 0.40139, 1.61456], [0.45870, 2.36274, -3.74777], [-1.88445, -2.29136, 2.13407], [1.62435, 3.79804, 0.50412], [2.28337, 2.08496, -3.46493], [-1.13463, 1.97611, 0.24360], [-0.25950, -2.40796, -0.42572], [1.13485, 0.87091, -2.87150], [0.23359, -1.42059, 3.14824], [-0.74176, -3.58478, 1.90373], [-1.77524, -0.64353, -1.13141], [-1.89155, -3.10204, -0.29056], [1.14562, -1.99493, 1.58751], [-2.63249, -0.66295, 0.30212]]}